Entry 1:
A 4-piece molecular cluster, C24H48ClNO6S overall in a non-equilibrium geometry. Source: OMol25; level of theory: the ωB97M-V functional and the def2-TZVPD basis.

```
! RIJCOSX wB97M-V def2-TZVPD def2/J DEFGRID3
* xyz 0 1
Cl 4.36 -1.64 3.12
S -0.26 1.58 3.62
O -5.64 2.63 0.29
O -4.66 -1.95 -0.86
O 0.96 3.46 -0.78
O 5.28 1.72 -0.76
O 4.54 -4.61 -0.68
O 3.32 2.88 -1.22
N -1.13 2.25 -1.12
C 5.52 -4.25 0.29
C 5.02 -5.24 -1.86
C 2.36 2.50 2.91
C 3.92 0.09 1.05
C -4.28 3.00 0.12
C 3.11 -0.83 2.03
C 2.01 0.02 -1.35
C 3.21 1.43 0.64
C 2.27 -1.96 1.32
C -6.59 3.67 0.16
C 3.24 2.65 1.62
C 1.94 1.22 -0.30
C -6.19 -2.42 -2.74
C -6.25 -0.50 0.34
C 4.16 1.96 -0.53
C -5.10 -0.62 -0.64
C -3.80 4.05 1.10
C -5.63 -2.84 -1.39
C -6.59 4.33 -1.21
C -0.25 2.96 -1.01
C 5.74 -6.55 -1.60
C 6.56 -3.28 -0.23
C 0.80 2.71 2.64
C 1.97 2.49 -1.23
H 2.42 -0.30 2.72
H 4.21 -0.54 0.18
H -7.36 5.09 -1.27
H -7.57 3.21 0.32
H 6.08 -2.37 -0.60
H -4.23 -0.08 -0.24
H 2.94 3.62 1.14
H -7.14 -1.02 -0.01
H -4.10 3.32 -0.91
H 4.90 0.37 1.54
H -6.90 -3.16 -3.10
H 4.98 -3.78 1.11
H -5.63 4.81 -1.43
H 7.14 -3.70 -1.06
H 6.64 -6.40 -0.99
H 2.56 1.59 3.51
H 1.03 0.96 0.28
H 6.05 -7.00 -2.54
H -4.35 4.99 1.00
H -6.70 -1.46 -2.69
H -6.47 4.41 0.95
H -5.14 -3.81 -1.49
H 5.65 -4.55 -2.43
H -6.50 0.55 0.50
H -3.69 2.09 0.26
H 2.00 -2.73 2.08
H 1.30 -1.48 1.03
H 3.07 -0.26 -1.58
H 1.56 0.31 -2.34
H 0.55 2.60 1.57
H 0.56 3.77 2.91
H 1.75 2.38 -2.31
H -5.38 -2.32 -3.47
H -5.34 -0.13 -1.59
H 7.26 -3.01 0.56
H 5.99 -5.15 0.70
H 1.42 -0.87 -1.01
H -6.76 3.58 -1.99
H -0.55 0.50 2.80
H -2.74 4.26 0.95
H 2.76 -2.37 0.41
H 4.30 2.77 1.95
H 2.64 3.37 3.58
H -5.97 -0.95 1.30
H 5.09 -7.25 -1.07
H -6.44 -2.99 -0.66
H -3.94 3.70 2.13
H 4.14 -5.44 -2.47
*
```

Computed properties:
- LUMO level (eV) = 0.4
- structure (SMILES) = C[C@@H]1[C@@H](OC#N)OC(=O)[C@]1(CCCS)C[C@@H](C)Cl.CCOCC.CCOCC.CCOCC

Entry 2:
A 7-piece molecular cluster, C24H48FO18 overall in a non-equilibrium geometry. Source: OMol25; level of theory: the ωB97M-V functional and the def2-TZVPD basis.

```
! RIJCOSX wB97M-V def2-TZVPD def2/J DEFGRID3
* xyz -1 1
F -0.32 0.28 -0.71
O -6.21 3.76 3.83
O 3.48 1.49 5.62
O -1.33 -5.40 6.28
O 4.94 -0.08 5.84
O -1.68 -4.98 -5.00
O 7.25 3.53 -0.78
O 3.74 1.92 -6.85
O 2.47 0.19 -5.95
O 1.53 2.21 -6.75
O -6.93 4.15 1.65
O -3.61 -4.54 -6.07
O 5.50 4.88 -0.96
O -8.37 3.52 3.13
O -2.46 -6.29 -6.77
O -0.92 -4.85 4.13
O -2.36 -3.68 5.44
O 3.29 -0.52 4.44
O 5.28 2.61 -1.24
C 4.17 5.19 -1.43
C -0.64 2.81 -7.25
C -0.38 -6.55 6.27
C 4.42 6.39 -2.34
C 0.96 -6.02 6.87
C 5.94 3.60 -0.91
C -1.55 -7.35 -6.75
C 0.23 1.75 -6.64
C -10.29 3.05 4.57
C -1.42 -4.60 5.20
C 3.81 0.21 5.28
C 2.58 1.29 -6.46
C -5.71 4.25 0.98
C -2.46 -5.23 -5.92
C 2.27 2.16 5.22
C -3.07 -3.11 4.35
C 5.02 1.44 -6.49
C -3.90 -3.52 -5.13
C 5.72 -1.17 5.41
C 1.57 2.71 6.44
C -8.78 3.20 4.46
C -0.23 -6.93 -7.57
C 7.92 2.34 -0.63
C -7.07 3.84 2.95
H -3.94 -2.65 4.82
H -0.61 -6.67 -8.56
H -10.55 2.60 3.61
H 8.93 2.65 -0.38
H 3.47 6.78 -2.70
H 0.06 0.75 -7.03
H -5.59 3.45 0.25
H 0.40 -7.81 -7.55
H 2.43 2.90 4.44
H 6.73 -0.92 5.75
H -1.99 -8.29 -7.07
H 1.45 2.16 7.37
H -0.37 3.79 -6.86
H -8.49 3.96 5.18
H 0.29 -6.07 -7.16
H -3.21 -3.95 3.67
H 4.99 6.07 -3.21
H -0.22 -6.92 5.26
H 3.70 4.44 -2.07
H -4.00 -3.77 -4.07
H 0.72 -5.38 7.72
H 0.07 1.64 -5.57
H 4.93 7.13 -1.72
H 1.47 -5.40 6.13
H 5.77 1.59 -7.27
H -3.10 -2.77 -5.15
H 5.68 -1.32 4.33
H 7.94 1.86 -1.61
H -4.79 -3.05 -5.53
H -10.52 2.39 5.41
H -1.67 2.61 -6.96
H 5.30 -2.04 5.93
H -2.54 -2.37 3.76
H 3.46 5.49 -0.66
H -8.26 2.30 4.80
H -0.90 -7.29 6.88
H -4.88 4.12 1.67
H 5.05 0.38 -6.25
H 1.65 1.43 4.70
H 7.50 1.73 0.17
H -0.65 2.91 -8.34
H 5.33 1.98 -5.59
H -5.75 5.24 0.52
H 2.13 3.59 6.75
H 0.58 3.08 6.14
H -10.76 4.01 4.75
H 1.59 -6.82 7.26
H -1.26 -7.44 -5.70
*
```

Computed properties:
- LUMO level (eV) = 2.3

Entry 3:
C24H48N2NbO3 as an isolated structure in a non-equilibrium geometry. Source: OMol25; level of theory: the ωB97M-V functional and the def2-TZVPD basis.

```
! RIJCOSX wB97M-V def2-TZVPD def2/J DEFGRID3
* xyz -1 1
Nb 0.38 -0.04 -0.61
O -4.48 1.75 0.76
O 3.36 -0.03 -3.04
O -4.10 -1.61 3.64
N -1.65 -0.53 -5.35
N 4.64 1.41 0.12
C -5.08 0.56 0.33
C -3.41 2.19 -0.09
C -0.90 1.85 -0.46
C 0.69 -4.41 -1.06
C -1.87 -0.14 -2.99
C 4.19 0.33 -0.78
C -1.92 -1.62 2.50
C 0.66 0.99 2.54
C 0.84 2.51 2.51
C 2.28 3.01 2.43
C -2.39 -0.28 -4.27
C 3.07 2.80 3.73
C -2.05 1.91 0.55
C -0.34 -0.63 -5.12
C 1.57 -1.97 -0.97
C -1.34 -1.39 0.00
C 0.93 -3.09 -1.82
C -1.19 -2.23 1.29
C 1.36 0.19 1.42
C 3.36 0.88 -1.93
C 0.26 -0.50 -3.88
C 1.95 1.31 -1.57
C -0.50 -0.24 -2.74
C -3.23 -2.35 2.77
H -0.14 -4.96 -1.49
H -1.88 2.72 1.27
H -4.38 -0.28 0.36
H 2.57 -1.79 -1.35
H 1.07 0.66 3.50
H -2.18 1.02 1.16
H 0.52 -4.23 0.00
H -1.63 -3.22 1.11
H -0.15 -2.43 1.55
H -3.45 -0.20 -4.42
H -5.91 0.34 1.00
H 1.52 -0.82 1.79
H 2.81 2.58 1.58
H -3.75 -2.52 1.82
H -2.18 -0.58 2.33
H 2.63 2.01 4.33
H -0.18 2.66 -0.30
H -2.29 -0.86 0.02
H -0.40 0.76 2.61
H -1.45 -2.08 -0.84
H -2.57 0.04 -2.18
H 1.57 -5.05 -1.15
H 2.37 0.60 1.32
H -1.30 -1.71 3.39
H 3.83 -0.83 -2.78
H 2.24 4.08 2.21
H -1.30 2.06 -1.46
H 5.04 -0.22 -1.18
H 3.62 -0.39 -0.18
H -3.06 -3.29 3.28
H 1.71 -2.37 0.05
H 0.41 2.90 3.44
H 3.06 3.71 4.32
H 1.33 -0.58 -3.82
H 2.04 2.16 -0.88
H 4.60 1.11 1.08
H 1.50 1.73 -2.48
H -4.58 -0.97 3.12
H 0.27 2.98 1.70
H -3.55 3.26 -0.24
H -0.01 -2.79 -2.29
H 4.12 2.57 3.53
H 5.60 1.65 -0.09
H -5.49 0.65 -0.68
H 1.59 -3.31 -2.66
H -3.49 1.67 -1.05
H 3.92 1.76 -2.28
H 0.27 -0.83 -5.99
*
```

Computed properties:
- LUMO level (eV) = 2.5

Entry 4:
A 6-piece molecular cluster, C24H48O12S6 overall in a non-equilibrium geometry. Source: OMol25; level of theory: the ωB97M-V functional and the def2-TZVPD basis.

```
! RIJCOSX wB97M-V def2-TZVPD def2/J DEFGRID3
* xyz 1 2
S -5.54 4.34 -2.59
S 0.84 -2.16 -1.14
S -1.42 -3.66 2.86
S 4.69 2.71 3.42
S -2.60 1.07 2.23
S 0.93 2.44 -4.15
O 1.50 -0.89 -1.35
O -3.38 2.26 2.00
O 3.64 2.37 4.33
O -3.26 -0.18 2.63
O 1.00 3.50 -5.16
O -6.65 4.85 -1.83
O -0.54 -2.20 -0.64
O -5.33 4.82 -3.95
O 5.79 3.64 3.81
O 0.49 2.69 -2.79
O -2.33 -4.32 1.92
O -0.41 -2.69 2.37
C -5.47 2.53 -2.57
C 2.58 0.58 -5.20
C 1.20 -0.07 -5.17
C 3.85 3.12 1.82
C 5.38 1.11 2.77
C -0.30 1.25 0.69
C 1.55 -4.47 -2.33
C 1.39 -4.65 -0.80
C -3.22 3.34 -1.85
C -0.97 1.46 3.05
C -4.23 2.18 -1.80
C -1.55 -5.19 5.12
C 4.29 0.62 1.78
C 0.09 0.96 -4.83
C -4.01 4.59 -1.69
C 3.73 1.81 1.02
C 1.90 -3.31 -0.22
C 2.63 1.54 -4.00
C -0.60 -4.97 3.92
C -2.41 -2.98 4.33
C -0.07 2.05 1.98
C -1.76 0.64 0.60
C -1.96 -3.77 5.59
C 0.97 -3.10 -2.74
H -3.56 5.56 -1.88
H 0.44 0.47 0.49
H -0.24 3.12 1.85
H -0.59 0.48 3.34
H 1.78 -2.59 -3.26
H -3.74 1.24 -2.05
H -2.49 -1.90 4.22
H -2.30 1.10 -0.23
H 1.00 -0.57 -6.12
H -0.19 -5.83 3.39
H -4.26 4.58 -0.63
H 0.96 2.00 2.33
H -2.65 -3.92 6.41
H 3.42 0.20 2.28
H 3.38 2.33 -4.02
H 5.70 0.41 3.54
H 1.56 -3.16 0.80
H -1.03 -3.35 5.97
H 2.63 0.90 -3.12
H 2.92 3.64 2.06
H 3.44 -0.08 -5.34
H 0.39 -4.98 -0.52
H -2.46 3.32 -1.07
H -5.38 2.16 -3.59
H -4.42 1.86 -0.77
H -1.28 2.00 3.95
H -2.68 3.48 -2.79
H 6.27 1.32 2.17
H 0.19 -4.32 4.32
H -3.44 -3.33 4.21
H -1.78 -0.45 0.54
H -2.39 -5.84 4.87
H 2.97 -3.17 -0.41
H 2.58 -4.61 -2.65
H 0.01 -3.05 -3.25
H 1.16 -0.88 -4.45
H -0.94 -5.66 5.90
H 4.73 -0.18 1.19
H 1.09 -5.27 -2.91
H 2.05 -5.47 -0.52
H -6.41 2.22 -2.11
H 2.75 1.60 0.59
H -0.64 1.27 -5.57
H 2.63 1.22 -6.08
H -0.47 0.54 -3.99
H 4.37 1.92 0.14
H 4.55 3.85 1.40
H -0.06 1.96 -0.10
*
```

Computed properties:
- LUMO level (spin up / spin down) (eV) = -2.8 / -9.2

Entry 5:
A 6-piece molecular cluster, C24H48O13S5 overall in a non-equilibrium geometry. Source: OMol25; level of theory: the ωB97M-V functional and the def2-TZVPD basis.

```
! RIJCOSX wB97M-V def2-TZVPD def2/J DEFGRID3
* xyz 0 1
S 0.54 2.19 6.75
S 0.09 -0.77 -0.86
S -2.89 -2.18 -4.89
S 0.90 4.92 -6.00
S -2.41 -2.21 2.95
O -3.53 -2.29 -6.20
O 0.59 1.80 8.16
O -1.28 -1.03 -0.44
O 0.27 3.55 6.35
O 1.74 6.07 -5.74
O 0.82 4.32 -7.30
O 4.65 0.11 1.28
O -1.89 -3.15 -4.46
O -1.08 -1.95 2.48
O 0.29 0.11 -2.02
O 4.19 0.97 -0.64
O 6.36 0.73 -0.04
O -2.95 -1.60 4.15
C -1.24 4.25 -4.49
C 1.58 0.82 4.67
C -4.74 -3.02 2.05
C -0.83 5.34 -5.44
C -4.44 -0.57 -3.56
C 5.52 -0.17 2.40
C 5.19 0.65 0.17
C 1.18 -2.93 0.12
C -3.07 0.08 -3.40
C -4.21 -2.09 -3.59
C 1.18 -0.48 0.56
C -2.63 -4.00 3.00
C -2.25 -0.50 -4.57
C 5.02 -1.36 3.18
C -0.58 0.97 5.97
C -3.67 -2.03 1.66
C 2.08 1.60 5.89
C 4.49 2.04 -1.56
C 0.68 -2.49 -1.26
C -4.05 -4.31 2.56
C 0.25 0.11 5.01
C -0.02 3.75 -3.70
C 1.97 -1.75 0.69
C 1.14 3.65 -4.72
H -4.59 -4.75 3.41
H -0.12 2.82 -3.15
H 0.26 4.50 -2.95
H 1.28 2.67 -5.19
H 2.10 3.89 -4.27
H -0.12 -3.03 -1.74
H 2.45 -1.95 1.64
H 1.71 0.42 0.26
H -3.64 -2.42 -2.72
H 5.33 1.73 -2.18
H -2.62 -0.34 -2.50
H -5.43 -2.68 2.82
H -4.19 -5.13 1.85
H 0.40 -0.88 5.43
H -2.11 4.39 -3.85
H 5.79 0.69 3.02
H -0.35 0.00 4.11
H -1.43 5.34 -6.34
H -1.17 -0.53 -4.42
H -5.16 -0.23 -2.81
H 2.61 0.95 6.59
H 0.32 -3.19 0.75
H -3.92 -0.98 1.51
H -4.88 -0.21 -4.49
H 0.62 -0.21 1.45
H -2.27 0.05 -5.51
H 4.47 -2.10 2.61
H 1.72 -3.87 0.16
H 4.78 2.92 -1.00
H 2.75 -1.54 -0.05
H -1.95 -4.34 2.22
H 1.31 1.58 3.93
H 2.28 0.05 4.37
H -5.07 -2.73 -3.78
H 5.89 -1.84 3.62
H 6.44 -0.47 1.87
H -3.11 -2.31 0.76
H -3.05 1.16 -3.53
H -5.43 -3.25 1.24
H 1.55 -2.39 -1.92
H -2.20 -4.40 3.92
H -0.78 6.37 -5.09
H 2.69 2.47 5.66
H -1.34 1.66 5.60
H -1.06 0.40 6.76
H 4.38 -1.02 4.00
H -1.63 3.41 -5.06
H 3.58 2.18 -2.15
*
```

Computed properties:
- LUMO level (eV) = 0.2
- structure (SMILES) = O=S1(=O)CCCC1.O=S1(=O)CCCC1.O=S1(=O)CCCC1.O=S1(=O)CCCC1.O=S1(=O)CCCC1.CCOC(=O)OC